[1]
Computed, not measured: a cluster of 3 separate species, C9H18Br2N2O in total in a non-equilibrium geometry, with ωB97M-V/def2-TZVPD.

Structure (XYZ):
```
32
Properties=species:S:1:pos:R:3:mulliken_charge:R:1
C 0.9169 3.4122 -3.9147 0.0895
O 0.0146 4.2310 -3.7436 -0.5912
N 1.0140 2.2821 -3.1636 0.0924
C 2.0937 1.3520 -3.3656 -1.0240
C 0.2431 1.9522 -1.9821 -0.9579
H 1.6855 3.4796 -4.7001 0.3486
H 2.0284 0.9638 -4.3820 0.3464
H 2.0187 0.4895 -2.7034 0.3398
H 3.0262 1.8546 -3.1087 0.3435
H 0.0453 0.8855 -1.8772 0.3401
H 0.8693 2.2808 -1.1527 0.3579
H -0.7876 2.3071 -1.9831 0.3146
C 3.9554 -0.3289 2.5355 -1.2367
C 3.3402 0.0296 3.8672 -0.3641
C 2.4940 -1.1690 4.4128 -0.4504
C 1.3606 -1.5813 3.5079 0.2082
N 0.5229 -1.9578 2.8441 -0.3724
H 3.3006 -0.3355 1.6642 0.3463
H 4.3735 -1.3063 2.2945 0.3708
H 4.7797 0.3513 2.3210 0.3286
H 2.8029 0.9384 3.5961 0.2546
H 4.0325 0.3004 4.6643 0.3371
H 2.0565 -0.8343 5.3534 0.2794
H 3.1687 -1.9728 4.7074 0.2992
Br -5.3736 -4.2471 0.2241 -0.1812
C -5.6848 -2.2400 -0.1561 -0.6078
C -6.5457 -2.1241 -1.3222 -0.5518
Br -7.1816 -0.2772 -1.5249 -0.1548
H -4.7269 -1.7200 -0.1604 0.3957
H -6.2752 -1.8750 0.6843 0.3669
H -7.4737 -2.6784 -1.1818 0.3535
H -6.0941 -2.4621 -2.2548 0.3793
```

Properties
E_tot (Ha): -5686.45191
Relative energy (zero: lowest compared OMol25 entry of this formula, charge and spin) (kJ/mol): 126.5
Frontier orbital gap (Eh): 0.354
Total charge: 0
SMILES string: CN(C)C=O.BrCCBr.CCCC#N
HOMO level (eV): -9.218


[2]
Computed, not measured: the ion C9H18BrN2O with charge +1 in a non-equilibrium geometry, with ωB97M-V/def2-TZVPD.

Structure (XYZ):
```
31
Properties=species:S:1:pos:R:3:mulliken_charge:R:1
C 1.7572 -0.2671 2.1532 -0.5779
C 1.2674 -1.3350 1.5428 -0.3022
C 2.1433 1.0552 1.5674 -0.5389
C 2.0749 1.1365 0.0714 -0.5976
C 0.3077 -0.2438 -0.3940 -0.5649
C -1.6965 2.3291 -0.2184 -1.3635
C 0.3766 -2.6702 -0.3213 -0.9204
C -2.2375 0.3605 -1.7148 -0.9266
C -1.9335 0.8215 -0.2790 0.1163
N -0.8186 0.0754 0.2761 0.0298
N 1.0332 -1.4183 0.0963 0.4172
O -2.1178 -1.0471 -1.7787 -0.4847
Br 3.5205 0.2590 -0.8646 -0.1424
H 1.8929 -0.3320 3.2244 0.4417
H 1.0192 -2.2372 2.0769 0.4151
H 1.4904 1.8215 1.9968 0.3416
H 3.1544 1.2852 1.9276 0.4929
H 1.8725 2.1043 -0.3614 0.4654
H 0.2744 -0.1765 -1.4692 0.3694
H -2.5658 2.8593 -0.5954 0.4330
H -0.8338 2.6024 -0.8196 0.2997
H -1.5238 2.6432 0.8079 0.3666
H 0.3806 -2.7342 -1.4102 0.3317
H 0.9061 -3.5318 0.0914 0.4123
H -0.6593 -2.6715 0.0210 0.3833
H -3.2517 0.6869 -1.9610 0.4706
H -1.5471 0.8362 -2.4251 0.3671
H -2.7950 0.5626 0.3459 0.3825
H -0.8113 -0.0313 1.2787 0.3710
H 1.9732 -1.3680 -0.3571 0.1751
H -2.6529 -1.3747 -2.5079 0.3367
```

Properties
E_tot (Ha): -3112.16505
Relative energy (zero: lowest compared OMol25 entry of this formula, charge and spin) (kJ/mol): 0.0
Frontier orbital gap (Eh): 0.330
Total charge: +1
HOMO level (eV): -11.450


[3]
Computed, not measured: a structure of composition C9H18Cl2InN2O2PS in a non-equilibrium geometry, with ωB97M-V/def2-TZVPD.

Structure (XYZ):
```
36
Properties=species:S:1:pos:R:3:mulliken_charge:R:1
C -3.8881 0.3824 -0.8376 -1.1253
C -2.6873 0.9990 -1.1495 0.9122
H -4.7235 0.8035 -1.4229 0.3662
H -4.0671 0.4616 0.2563 0.4373
H -3.7888 -0.7077 -1.0449 0.3443
O -1.8147 1.7030 -1.5002 -0.1447
Cl -2.1983 -1.3524 0.7416 -0.3990
In 0.1755 -0.4173 0.3798 0.8171
P -0.2172 -1.3001 -2.0227 0.9035
C 0.6908 -0.5524 -3.4139 -1.3051
C 0.6794 -2.8539 -1.7460 -1.4108
H -2.3856 -2.4121 -2.0632 0.3294
H -1.4956 -2.5921 -3.6191 0.4793
H -2.3369 -1.0519 -3.2405 0.3412
C -1.7640 -1.8885 -2.8073 -1.1675
H 0.3562 -3.3121 -0.8068 0.4180
H 0.4378 -3.5265 -2.5729 0.4511
H 0.6885 -1.2705 -4.2526 0.4430
H 1.7283 -0.3380 -3.1166 0.3766
H 1.7558 -2.6790 -1.7012 0.4025
H 0.1978 0.3789 -3.7306 0.3618
C 1.0665 1.7315 -1.2348 0.1655
O 1.4290 2.6264 -1.8392 -0.1420
Cl 2.3989 -0.7451 1.2527 -0.3707
S -0.6173 1.7340 1.4607 -0.2700
C 0.5792 1.7178 2.7357 -0.0435
N 0.6419 0.8393 3.7640 -0.0146
C 1.9715 0.8067 4.3483 -0.4579
C 2.7109 1.9393 3.6040 -0.3830
N 1.6863 2.4754 2.7360 -0.0105
H -0.0501 0.1161 3.8916 0.2654
H 2.4553 -0.1656 4.1996 0.2704
H 1.9112 1.0260 5.4174 0.3250
H 3.5679 1.5573 3.0376 0.2622
H 3.0451 2.7104 4.3002 0.3243
H 1.8607 3.1566 1.9973 0.2484
```

Properties
E_tot (Ha): -2463.27492
Frontier orbital gap (Eh): 0.275
Total charge: +2
HOMO level (eV): -15.722


[4]
Computed, not measured: a cluster of 5 separate species, C9H18Cl8O4 in total, with ωB97M-V/def2-TZVPD.

Structure (XYZ):
```
39
Properties=species:S:1:pos:R:3:mulliken_charge:R:1
O 1.2401 0.2545 -0.8890 -0.5360
C 0.7237 1.0979 -1.5582 0.6760
O 1.3116 2.1766 -2.0979 -0.3709
O -0.5874 0.9902 -1.8956 -0.1814
O -1.1634 2.2492 -2.2433 -0.2785
H 1.9015 2.5505 -1.4270 0.3297
H -1.2443 2.6331 -1.3511 0.3244
Cl 2.7630 -3.9468 -1.3036 -0.1794
C 1.8878 -2.7348 -2.2851 -0.3521
C 2.2092 -2.8625 -3.7513 -0.4554
Cl 3.8971 -2.4101 -4.1148 -0.1898
H 2.1496 -1.7557 -1.8961 0.1935
H 0.8251 -2.9085 -2.1276 0.3324
H 1.5687 -2.1885 -4.3177 0.3071
H 2.0647 -3.8807 -4.1030 0.3389
Cl -2.9068 4.0638 0.8238 -0.2111
C -1.6594 4.7090 1.9287 -0.3886
C -0.4770 5.2431 1.1619 -0.4874
Cl 0.3676 3.9189 0.2997 -0.1689
H -1.3739 3.9007 2.5961 0.3113
H -2.1211 5.5088 2.5042 0.3208
H 0.2444 5.6981 1.8363 0.3387
H -0.7825 5.9599 0.4050 0.3247
Cl 7.1310 -7.3210 0.7353 -0.1914
C 5.9257 -6.8426 -0.4913 -0.4011
C 4.5180 -6.8814 0.0449 -0.2090
Cl 3.9687 -8.5446 0.3878 -0.1927
H 6.0424 -7.5123 -1.3392 0.3366
H 6.1637 -5.8249 -0.7956 0.2787
H 3.8407 -6.4694 -0.7003 0.0329
H 4.4313 -6.3129 0.9672 0.3524
Cl -7.9315 2.6301 4.5502 -0.1854
C -7.3722 3.4884 3.0911 -0.4577
C -5.8839 3.3602 2.8890 -0.3311
Cl -4.9605 4.2306 4.1462 -0.1941
H -7.6672 4.5295 3.1926 0.3298
H -7.8882 3.0455 2.2411 0.3069
H -5.6043 3.7970 1.9324 0.1973
H -5.5684 2.3208 2.9196 0.3299
```

Properties
E_tot (Ha): -4336.15561
Frontier orbital gap (Eh): 0.397
Total charge: 0
SMILES string: O=C(O)OO.ClCCCl.ClCCCl.ClCCCl.ClCCCl
HOMO level (eV): -10.528


[5]
Computed, not measured: the ion C9H18ClN2O2 with charge +1 in a non-equilibrium geometry, with ωB97M-V/def2-TZVPD.

Structure (XYZ):
```
32
Properties=species:S:1:pos:R:3:mulliken_charge:R:1
C 4.1450 -1.0759 0.4712 -1.0274
C 3.7203 -0.2062 -0.6763 0.4480
O 3.8978 -0.5827 -1.7662 -0.4984
N 3.1546 1.0703 -0.4019 -0.2758
C 1.6885 1.0708 -0.4438 -0.8595
C 1.0454 1.2571 0.9297 -0.6238
C -0.3977 1.7690 0.7948 -0.7148
C -1.4649 0.6854 1.0934 -0.6462
C -2.4134 0.4750 -0.0747 0.1007
C -1.8577 -0.6477 -1.0094 -0.8420
N -2.5350 -1.8621 -0.5849 0.0332
Cl -1.9082 -2.7254 0.8042 0.0686
C -3.9127 -1.3247 -0.1933 -0.3023
O -3.6334 -0.1480 0.3875 -0.3999
H 3.9320 -0.6270 1.4310 0.3266
H 3.7418 -2.0735 0.3759 0.2855
H 5.2220 -1.1623 0.3962 0.3402
H 3.4839 1.6792 -1.1420 0.2865
H 1.2724 0.2039 -0.9656 0.4045
H 1.3889 1.9355 -1.0211 0.4502
H 1.6124 2.0481 1.3949 0.3372
H 1.0885 0.3535 1.5260 0.3067
H -0.5738 2.5889 1.4680 0.4385
H -0.5504 2.1059 -0.2287 0.4472
H -0.9539 -0.2435 1.3050 0.2129
H -2.0907 0.9446 1.9367 0.3832
H -2.6324 1.3592 -0.6535 0.5805
H -2.1638 -0.3638 -2.0127 0.3356
H -0.7804 -0.6674 -1.0589 0.3394
H -2.5926 -2.5683 -1.3220 0.4013
H -4.4305 -1.2608 -1.1589 0.3632
H -4.5021 -2.0070 0.3996 0.3002
```

Properties
E_tot (Ha): -1073.57187
Relative energy (zero: lowest compared OMol25 entry of this formula, charge and spin) (kJ/mol): 230.4
Frontier orbital gap (Eh): 0.262
Total charge: +1
SMILES string: CC(=O)NCCCC[C@H]1C[N@@H+](Cl)CO1
HOMO level (eV): -11.908


[6]
Computed, not measured: the ion C9H18ClN4O2P2 with charge +1 in a non-equilibrium geometry, with ωB97M-V/def2-TZVPD.

Structure (XYZ):
```
36
Properties=species:S:1:pos:R:3:mulliken_charge:R:1
C -3.6675 -1.8410 1.7611 -1.3692
C -2.5081 -1.5954 0.8548 0.5987
N -1.9842 -2.5525 0.2158 -0.6061
C -1.9784 -0.1594 0.6779 -0.4267
N -0.5202 -0.1123 0.8801 0.0543
C 0.0223 -0.7722 1.8982 -0.3428
N 1.3173 -0.5663 1.8442 0.2883
P 2.6236 -1.1407 2.9278 0.3455
O 2.8897 0.2178 3.7440 -0.3811
Cl 1.6112 -2.3676 4.2283 -0.1978
C 1.6356 0.2536 0.7718 -0.1520
P 3.2559 0.9049 0.2351 0.4516
O 3.2484 2.3627 0.3959 -0.5927
C 0.4609 0.5423 0.1745 0.5204
C 0.1483 1.4055 -0.9949 -0.5957
C 1.0027 1.1347 -2.2530 -0.7356
C 0.1636 1.5411 -3.5053 -0.9347
N -0.5302 0.3937 -4.1117 -0.5722
H -3.6679 -2.8983 1.9954 0.4051
H -3.6380 -1.2304 2.6596 0.3535
H -4.5975 -1.6375 1.2305 0.3457
H -1.2101 -2.2524 -0.3785 0.2305
H -2.2589 0.1567 -0.3185 0.2663
H -2.4563 0.5417 1.3567 0.2905
H -0.4903 -1.3534 2.6385 0.4179
H 2.1148 0.8003 3.7655 0.3744
H 4.2826 0.2678 0.9549 0.0875
H 3.3485 0.5325 -1.1179 0.1135
H 0.2487 2.4527 -0.7163 0.3097
H -0.8929 1.2623 -1.2676 0.2653
H 1.8555 1.8115 -2.2288 0.3836
H 1.2854 0.0916 -2.3554 0.5333
H 0.7696 2.0713 -4.2302 0.4202
H -0.6021 2.2354 -3.1601 0.3716
H -0.7020 -0.2938 -3.3900 0.2108
H 0.0786 -0.0296 -4.8003 0.2683
```

Properties
E_tot (Ha): -1865.94265
Frontier orbital gap (Eh): 0.320
Total charge: +1
SMILES string: [H]/N=C(/C)Cn1c[n+](P(O)Cl)c([PH2]=O)c1CCCN
HOMO level (eV): -12.211